# 1
Below is one molecule with the formula C8H11ClO at a distorted geometry, with properties calculated with the ωB97M-V functional and the def2-TZVPD basis.

```
! wB97M-V def2-TZVPD RIJCOSX def2/J DEFGRID3
* xyz 0 1
C -0.271 -1.577 1.212
C -0.588 -1.869 -0.158
C 0.334 -0.407 1.616
C -0.463 -0.956 -1.146
C -0.267 0.752 -0.464
C 0.692 0.726 0.696
C -0.498 -0.975 -2.559
C 0.895 2.109 1.337
O -1.590 1.110 -0.022
Cl 2.183 0.169 -0.184
H -0.448 -2.307 1.967
H -0.630 -2.940 -0.292
H 0.641 -0.420 2.698
H -0.024 1.457 -1.328
H -0.769 -2.000 -2.839
H 0.627 -0.855 -2.819
H -0.957 -0.147 -3.027
H -0.079 2.756 1.251
H 1.756 2.662 0.847
H 1.148 1.965 2.380
H -1.693 0.746 0.836
*
```

Its HOMO-LUMO gap is 8.88 eV. The largest force on an atom comes out at 6.12 eV Å⁻¹.



# 2
Below is a 2-piece molecular cluster, C8H11F3NO overall at a distorted geometry, with properties calculated with the ωB97M-V functional and the def2-TZVPD basis.

```
! wB97M-V def2-TZVPD RIJCOSX def2/J DEFGRID3
* xyz -1 1
C 0.451 -3.001 2.035
C -0.595 -1.869 -0.017
C 0.196 -1.706 -1.092
C -0.015 -2.499 1.061
C -0.190 -1.232 -2.391
C -1.097 1.912 -0.531
C -0.068 1.147 0.293
C 1.083 2.142 0.741
N -0.746 0.506 1.303
O -0.057 0.367 2.535
F 1.659 2.697 -0.473
F 0.667 3.274 1.341
F 2.109 1.768 1.458
H 0.395 -0.464 2.505
H 0.994 -3.212 2.927
H -1.547 -1.436 0.309
H 1.224 -2.148 -0.930
H -0.915 -0.454 -2.411
H -0.495 -2.043 -3.028
H 0.654 -0.653 -2.760
H -0.818 2.216 -1.511
H -1.378 2.900 -0.081
H -2.013 1.397 -0.840
H 0.502 0.392 -0.443
*
```

Its HOMO-LUMO gap (alpha / beta) is 6.07 / 6.07 eV. The largest force on an atom comes out at 3.15 eV Å⁻¹.



# 3
Below is one molecule with the formula C8H11FO3 at a distorted geometry, with properties calculated with the ωB97M-V functional and the def2-TZVPD basis.

```
! wB97M-V def2-TZVPD RIJCOSX def2/J DEFGRID3
* xyz 0 3
C -2.827 1.038 -0.132
C -1.452 1.435 0.340
C -1.087 -1.440 0.848
C 1.266 -1.032 -0.366
C 1.877 0.053 0.521
C -0.420 0.623 0.250
C -0.341 -0.793 -0.315
C 2.925 0.770 -0.202
O 0.814 0.986 0.811
O -2.157 -1.923 0.821
O -0.898 -0.957 -1.612
F 1.584 -2.299 0.069
H -3.333 0.401 0.551
H -3.408 1.972 -0.232
H -1.215 2.363 0.604
H -0.496 -1.255 1.823
H 1.609 -1.017 -1.398
H 2.270 -0.535 1.409
H 2.500 1.239 -1.077
H 3.737 0.055 -0.455
H 3.525 1.470 0.356
H -2.824 0.433 -1.090
H -1.648 -1.587 -1.523
*
```

Its HOMO-LUMO gap (alpha / beta) is 5.91 / 7.60 eV. The largest force on an atom comes out at 11.01 eV Å⁻¹.



# 4
Below is C8H11IN2O7P2S2Se3TcTe as an isolated structure, with properties calculated with the ωB97M-V functional and the def2-TZVPD basis.

```
! wB97M-V def2-TZVPD RIJCOSX def2/J DEFGRID3
* xyz 0 4
Tc 2.620 -1.055 0.287
O 0.202 -1.785 1.878
P 1.220 -2.971 2.286
O 0.969 -3.550 3.598
O 2.565 -2.298 1.939
O 0.990 -4.064 1.100
P 0.514 -3.918 -0.433
O -0.997 -3.361 -0.149
O 2.579 -2.598 -0.898
O 1.138 -2.374 -0.850
H -0.720 -2.066 1.807
H -1.468 -3.091 -0.950
Se 4.985 -0.826 0.584
Se 5.601 1.227 -0.365
Te 4.687 0.678 -2.625
Se 2.382 0.456 -1.691
I 3.763 -0.026 3.981
C 2.068 0.684 3.011
C 1.148 1.335 3.825
C 0.024 1.905 3.262
C -0.143 1.828 1.892
C 0.806 1.157 1.155
N 1.895 0.569 1.688
H 1.329 1.382 4.888
H -0.703 2.404 3.889
H -0.994 2.258 1.384
H 0.691 1.074 0.084
S -1.512 -0.172 -1.258
C -2.390 0.728 -2.331
N -3.595 1.274 -2.124
C -4.296 1.808 -3.282
C -3.201 2.218 -4.265
S -1.824 1.082 -3.944
H -4.077 1.016 -1.277
H -4.902 2.665 -2.989
H -4.951 1.048 -3.717
H -2.876 3.243 -4.093
H -3.528 2.115 -5.296
*
```

Its HOMO-LUMO gap (alpha / beta) is 6.71 / 5.83 eV. The largest force on an atom comes out at 0.50 eV Å⁻¹.



# 5
Below is C8H11LiN4O7 as an isolated structure at a distorted geometry, with properties calculated with the ωB97M-V functional and the def2-TZVPD basis.

```
! wB97M-V def2-TZVPD RIJCOSX def2/J DEFGRID3
* xyz -2 1
Li 1.202 -0.735 0.236
C 2.376 1.903 -2.867
C 1.499 2.613 -3.622
C 0.038 2.647 -3.369
O -0.897 3.161 -4.157
C -0.472 2.171 -2.183
C 0.376 1.445 -1.231
C 1.870 1.175 -1.678
O 2.515 0.319 -1.001
O -0.024 0.988 -0.120
O 2.072 3.107 -4.694
H 3.423 1.831 -3.122
H -1.486 2.317 -1.842
O 1.383 -2.523 -0.417
H 2.156 -2.733 0.142
C -2.352 -1.504 -0.211
O -1.674 -2.044 -1.074
N -3.531 -1.999 0.063
N -2.106 -0.441 0.503
H -3.791 -2.710 -0.606
H -4.071 -1.389 0.659
H -1.256 0.070 0.314
H -2.892 0.006 0.953
C 1.029 -1.058 3.301
O 1.556 -1.088 2.208
N 1.545 -0.571 4.330
N -0.253 -1.370 3.398
H 0.952 -0.479 5.143
H 2.338 0.040 4.198
H -0.852 -1.458 4.207
H -0.673 -1.693 2.538
*
```

Its HOMO-LUMO gap is 4.41 eV. The largest force on an atom comes out at 7.73 eV Å⁻¹.



# 6
Below is one molecule with the formula C8H11N at a distorted geometry, with properties calculated with the ωB97M-V functional and the def2-TZVPD basis.

```
! wB97M-V def2-TZVPD RIJCOSX def2/J DEFGRID3
* xyz 0 1
C 1.478 1.627 0.808
C 0.321 -0.469 1.310
C -0.890 -1.316 0.859
C -1.770 -0.233 0.126
C -0.582 0.804 -0.260
C 0.215 -0.318 -1.086
C 0.308 -0.337 -2.428
C 0.439 -1.285 0.086
H 1.206 2.749 0.775
H 2.170 1.430 1.655
H 1.846 1.027 -0.033
H 1.018 -0.951 2.238
H -1.268 -2.355 1.268
H -2.666 0.167 0.843
H -2.436 -0.497 -0.699
H -0.909 1.784 -0.448
H 0.489 -1.177 -3.049
H -0.231 0.566 -2.877
H 1.030 -2.099 -0.152
N 0.233 0.885 1.066
*
```

Its HOMO-LUMO gap is 9.33 eV. The largest force on an atom comes out at 6.58 eV Å⁻¹.



What did the fifth record say?
Below is C8H11LiN4O7 as an isolated structure at a distorted geometry, with properties calculated with the ωB97M-V functional and the def2-TZVPD basis.

```
! wB97M-V def2-TZVPD RIJCOSX def2/J DEFGRID3
* xyz -2 1
Li 1.202 -0.735 0.236
C 2.376 1.903 -2.867
C 1.499 2.613 -3.622
C 0.038 2.647 -3.369
O -0.897 3.161 -4.157
C -0.472 2.171 -2.183
C 0.376 1.445 -1.231
C 1.870 1.175 -1.678
O 2.515 0.319 -1.001
O -0.024 0.988 -0.120
O 2.072 3.107 -4.694
H 3.423 1.831 -3.122
H -1.486 2.317 -1.842
O 1.383 -2.523 -0.417
H 2.156 -2.733 0.142
C -2.352 -1.504 -0.211
O -1.674 -2.044 -1.074
N -3.531 -1.999 0.063
N -2.106 -0.441 0.503
H -3.791 -2.710 -0.606
H -4.071 -1.389 0.659
H -1.256 0.070 0.314
H -2.892 0.006 0.953
C 1.029 -1.058 3.301
O 1.556 -1.088 2.208
N 1.545 -0.571 4.330
N -0.253 -1.370 3.398
H 0.952 -0.479 5.143
H 2.338 0.040 4.198
H -0.852 -1.458 4.207
H -0.673 -1.693 2.538
*
```

Its HOMO-LUMO gap is 4.41 eV. The largest force on an atom comes out at 7.73 eV Å⁻¹.



Please write out number 1 again, unchanged.
Below is one molecule with the formula C8H11ClO at a distorted geometry, with properties calculated with the ωB97M-V functional and the def2-TZVPD basis.

```
! wB97M-V def2-TZVPD RIJCOSX def2/J DEFGRID3
* xyz 0 1
C -0.271 -1.577 1.212
C -0.588 -1.869 -0.158
C 0.334 -0.407 1.616
C -0.463 -0.956 -1.146
C -0.267 0.752 -0.464
C 0.692 0.726 0.696
C -0.498 -0.975 -2.559
C 0.895 2.109 1.337
O -1.590 1.110 -0.022
Cl 2.183 0.169 -0.184
H -0.448 -2.307 1.967
H -0.630 -2.940 -0.292
H 0.641 -0.420 2.698
H -0.024 1.457 -1.328
H -0.769 -2.000 -2.839
H 0.627 -0.855 -2.819
H -0.957 -0.147 -3.027
H -0.079 2.756 1.251
H 1.756 2.662 0.847
H 1.148 1.965 2.380
H -1.693 0.746 0.836
*
```

Its HOMO-LUMO gap is 8.88 eV. The largest force on an atom comes out at 6.12 eV Å⁻¹.